# 1
ORCA calculation (the ωB97M-V functional and the def2-TZVPD basis) on 2 unconnected molecules or ions with the total composition C10H16 at a distorted geometry.

## Properties
M, g mol⁻¹: 136.24
Lowest unoccupied orbital energy (spin up / spin down), eV: -4.22 / -8.39
Max |F|, eV Å⁻¹: 7.450
Frontier orbital gap (spin up / spin down), eV: 9.890 / 5.712
Spin multiplicity: 2
Total charge: +1

```
26
Properties=species:S:1:pos:R:3:forces:R:3
C -1.571 1.688 -0.203 -0.65 -4.17 -6.14
C -2.305 -0.604 -1.093 0.23 1.93 -1.19
C -1.758 0.237 -0.040 -0.42 1.65 -1.05
C -2.184 -1.935 -0.959 -1.53 -1.37 -1.91
C -1.329 -0.339 1.120 -0.33 -3.30 1.93
C -1.748 -2.591 0.173 0.25 1.09 0.43
C -1.408 -1.747 1.221 1.94 1.63 3.17
H -2.723 -0.065 -2.020 0.63 -1.24 1.55
H -2.595 -2.583 -1.702 -0.07 -0.10 -0.81
H -0.818 1.788 -0.991 1.11 0.49 0.79
H -1.716 2.242 0.560 0.81 3.68 5.81
H -1.016 0.234 1.992 0.07 -0.06 -0.43
H -1.672 -3.654 0.269 -0.11 -0.39 -0.11
H -1.032 -2.180 2.185 -0.56 0.31 -1.00
H -2.320 2.121 -0.825 -1.48 -0.16 -0.99
C 1.805 0.746 0.488 1.24 -1.14 -0.58
C 2.137 1.525 -0.814 -4.35 2.04 0.90
C 3.001 -0.252 0.708 -0.46 0.42 -3.49
H 1.644 1.344 1.426 -0.09 -0.36 -1.21
H 0.957 0.097 0.244 -0.18 0.37 0.50
H 3.029 1.338 -1.224 3.76 -0.55 -0.86
H 3.709 0.116 1.348 1.30 0.43 2.66
H 1.992 2.609 -0.721 0.39 -0.08 0.27
H 1.499 1.336 -1.696 -0.44 -0.52 0.55
H 2.758 -1.304 0.761 -0.10 -0.08 0.69
H 3.664 -0.167 -0.206 -0.97 -0.52 0.51
```
Positions in Å, forces in eV/Å.

The net atomic charges from Mulliken, expressed in e, are:
1 C -1.656
2 C -0.482
3 C 1.372
4 C -0.291
5 C -0.594
6 C -0.574
7 C -0.091
8 H 0.356
9 H 0.390
10 H 0.175
11 H 0.628
12 H 0.375
13 H 0.474
14 H 0.341
15 H 0.544
16 C 0.641
17 C -1.460
18 C -1.249
19 H 0.440
20 H -0.407
21 H 0.455
22 H 0.396
23 H 0.313
24 H 0.303
25 H 0.313
26 H 0.289



# 2
ORCA calculation (the ωB97M-V functional and the def2-TZVPD basis) on 12 unconnected molecules or ions with the total composition C23H72N19O12 at a distorted geometry.

## Properties
M, g mol⁻¹: 806.95
Lowest unoccupied orbital energy (spin up / spin down), eV: -0.50 / -5.04
Max |F|, eV Å⁻¹: 7.252
Frontier orbital gap (spin up / spin down), eV: 9.051 / 4.513
Spin multiplicity: 2

```
126
Properties=species:S:1:pos:R:3:forces:R:3
C 15.765 16.817 9.927 -0.50 0.09 -0.39
C 16.059 18.313 10.137 -0.43 -0.76 -0.18
C 16.190 19.018 8.736 -0.15 0.41 0.60
O 15.101 18.930 10.972 1.66 -0.65 -1.14
H 16.269 16.173 10.648 0.04 0.12 0.06
H 16.066 16.556 8.912 0.13 -0.23 0.17
H 14.698 16.597 9.960 -0.04 0.06 0.16
H 17.088 18.378 10.490 0.06 0.45 0.76
H 17.028 18.537 8.231 -0.48 -0.06 -0.05
H 16.545 20.042 8.846 -0.47 0.18 0.14
H 15.238 18.936 8.212 0.26 -0.01 -0.27
C 15.176 17.617 4.769 -0.51 -0.26 0.03
C 14.204 16.438 5.064 -0.63 0.03 0.10
C 13.666 16.298 6.512 1.03 1.77 -0.89
O 12.835 17.440 6.790 0.00 -0.54 0.46
C 12.355 17.558 8.137 -0.69 0.04 -1.20
N 13.087 16.352 4.107 0.28 0.72 -0.79
H 16.177 17.275 5.034 0.11 0.38 0.20
H 14.932 18.590 5.195 -0.12 -0.19 0.63
H 15.204 17.865 3.708 -0.01 -0.50 -0.25
H 14.818 15.556 4.882 0.02 -0.25 0.26
H 14.541 16.401 7.154 0.14 -0.56 0.40
H 13.210 15.310 6.573 -0.47 0.11 0.46
H 11.736 18.455 8.169 0.22 0.21 -0.10
H 13.137 17.662 8.890 0.20 -0.28 -0.05
H 11.646 16.757 8.346 0.30 -0.44 0.35
H 12.136 16.432 4.438 0.15 -0.16 0.86
H 13.166 17.166 3.515 -0.02 -0.08 -0.43
C 12.876 11.081 13.960 -0.04 0.65 2.14
C 12.773 11.026 12.478 -1.13 0.47 -0.28
C 13.081 12.307 11.718 -1.43 1.51 -0.02
O 12.758 12.300 10.273 1.35 -0.29 0.67
C 13.107 13.541 9.632 -1.74 -0.29 0.65
N 13.623 9.972 12.015 0.27 -0.34 -0.68
H 12.485 10.146 14.361 0.55 -0.31 -0.09
H 12.332 11.799 14.573 -0.76 0.57 -0.89
H 13.858 11.335 14.359 0.51 -0.65 -0.44
H 11.750 10.712 12.273 -0.25 0.25 -0.38
H 14.094 12.658 11.913 0.28 -0.17 -0.15
H 12.399 13.056 12.119 0.10 0.40 0.25
H 12.868 14.359 10.311 0.47 0.25 0.34
H 12.349 13.693 8.863 0.25 -0.27 -0.45
H 14.104 13.652 9.206 0.19 -0.37 0.23
H 14.528 10.228 12.384 0.60 -0.30 -0.09
H 13.614 10.254 11.045 0.76 -1.02 -0.80
C 12.397 22.322 4.027 0.34 -1.54 0.32
C 12.113 23.052 5.324 -1.70 -1.43 -0.32
C 13.072 22.741 6.433 0.43 -0.28 0.36
O 14.407 23.021 6.021 -0.47 -0.72 -0.73
C 15.344 22.387 6.835 0.65 0.82 0.25
N 12.041 24.446 4.992 1.29 0.90 0.15
H 13.469 22.424 3.863 -0.10 0.29 -0.81
H 11.716 22.608 3.225 0.41 0.67 -0.06
H 12.219 21.247 4.058 0.05 -0.27 0.51
H 11.127 22.729 5.656 -0.13 -0.10 0.37
H 12.958 21.701 6.739 0.08 -0.40 -0.41
H 12.863 23.263 7.367 -0.27 0.52 0.00
H 15.092 21.365 7.118 -0.33 -0.08 0.01
H 15.458 23.037 7.702 0.27 -0.45 0.60
H 16.312 22.317 6.337 -0.06 0.24 -0.25
H 12.841 24.773 5.515 -0.06 1.25 0.43
H 12.477 24.460 4.081 -0.36 0.63 -0.62
C 16.222 14.030 14.432 -2.57 -0.43 -2.53
O 15.249 13.341 14.241 -1.76 -2.14 0.53
N 16.937 14.371 13.394 3.37 0.81 -4.07
N 16.462 14.711 15.479 0.72 1.86 4.65
H 17.487 15.217 13.359 -0.15 -0.33 0.31
H 16.662 14.010 12.491 -0.02 -0.12 0.44
H 17.329 15.219 15.578 -0.28 0.31 0.46
H 15.748 14.665 16.192 0.59 0.05 0.23
C 19.110 16.241 6.509 2.26 1.16 -1.82
O 19.938 17.141 6.388 0.70 0.39 0.06
N 18.121 16.321 7.351 -3.08 -0.51 2.46
N 19.112 15.115 5.796 0.20 -0.61 -0.25
H 17.857 17.156 7.855 0.45 -0.53 -0.53
H 17.517 15.512 7.361 -0.59 0.48 0.05
H 19.761 15.057 5.025 -0.38 -0.22 0.17
H 18.246 14.606 5.902 0.24 -0.72 -0.94
C 12.702 16.887 12.865 -4.49 -0.34 0.09
O 11.711 16.404 13.399 0.77 -1.09 1.33
N 12.464 17.475 11.705 0.69 1.37 -3.23
N 13.904 17.058 13.338 3.21 -0.02 1.69
H 11.616 17.248 11.206 0.20 0.16 0.32
H 13.219 17.942 11.223 -0.40 -0.26 -0.27
H 14.640 17.372 12.721 -0.10 -0.32 0.29
H 14.160 16.586 14.194 0.05 0.06 -0.18
C 16.301 13.119 7.295 0.49 -1.48 1.78
O 16.544 13.908 6.432 0.12 1.98 -2.54
N 16.682 13.313 8.544 1.34 1.98 2.58
N 15.773 11.929 7.198 -2.14 -2.67 -2.09
H 16.508 12.660 9.295 0.32 0.32 -0.18
H 17.404 14.018 8.591 -0.03 -0.29 0.93
H 15.324 11.690 6.326 0.02 -0.23 0.23
H 15.698 11.294 7.980 -0.10 0.23 -0.37
C 17.347 17.868 14.631 2.68 -2.11 0.79
O 18.026 17.364 15.545 -0.22 -0.06 -1.05
N 16.341 18.627 14.905 -2.26 1.60 1.63
N 17.539 17.637 13.328 0.29 -0.64 -1.85
H 15.697 19.042 14.246 0.14 0.04 0.51
H 16.246 18.570 15.909 -0.94 0.90 -0.06
H 18.289 17.044 13.002 0.04 0.59 0.11
H 16.929 18.099 12.670 0.53 -0.16 0.02
C 12.287 20.851 9.713 -1.85 2.17 -1.47
O 11.424 21.474 9.178 -2.70 1.30 -1.73
N 12.285 20.484 10.926 -1.47 -1.73 6.89
N 13.423 20.581 9.212 6.17 -1.75 -3.36
H 11.488 20.715 11.502 0.25 -0.22 -0.01
H 13.036 19.926 11.305 -0.71 0.31 0.28
H 13.671 20.623 8.234 -0.38 0.14 0.38
H 14.040 20.100 9.851 0.35 0.22 -0.90
C 20.705 18.559 9.719 0.35 0.28 -0.69
O 20.582 19.075 10.814 0.25 0.11 0.26
N 19.726 17.816 9.146 -0.90 -0.18 0.81
N 21.762 18.659 8.860 0.78 0.21 0.01
H 18.903 17.717 9.723 0.28 -0.24 -0.39
H 19.818 17.486 8.196 -0.09 0.04 -0.07
H 21.732 18.152 7.987 0.02 0.12 0.14
H 22.643 19.087 9.107 -0.46 -0.03 0.22
C 17.072 21.583 12.559 0.22 -0.67 1.91
O 17.730 22.316 13.271 -0.13 0.66 -0.66
N 17.538 20.765 11.615 1.88 0.20 -1.51
N 15.786 21.256 12.754 -1.95 0.50 0.98
H 16.965 19.981 11.339 1.00 0.56 -0.26
H 18.500 20.978 11.394 0.08 -1.09 -0.44
H 15.445 20.487 12.195 -0.75 0.65 0.51
H 15.302 21.728 13.505 -0.24 -0.38 -0.31
```
Positions in Å, forces in eV/Å.

Atomic partial charges in e from the Mulliken method, atoms 1 to 99:
1 C -0.197
2 C 1.180
3 C -1.590
4 O 0.613
5 H 0.087
6 H -0.452
7 H -0.095
8 H 0.382
9 H 0.622
10 H 0.345
11 H -0.031
12 C -1.220
13 C 0.305
14 C 0.434
15 O -0.351
16 C -1.149
17 N -0.773
18 H 0.096
19 H 0.291
20 H 0.473
21 H 0.240
22 H -0.592
23 H 0.466
24 H 0.315
25 H 0.465
26 H 0.387
27 H 0.326
28 H 0.260
29 C -1.450
30 C 0.564
31 C -0.539
32 O -0.466
33 C -0.298
34 N -0.780
35 H 0.352
36 H 0.409
37 H 0.243
38 H 0.265
39 H 0.131
40 H 0.370
41 H 0.164
42 H 0.325
43 H 0.033
44 H 0.301
45 H 0.350
46 C -1.602
47 C 0.369
48 C -0.213
49 O -0.440
50 C -0.010
51 N -0.789
52 H 0.409
53 H 0.406
54 H 0.315
55 H 0.361
56 H -0.033
57 H 0.405
58 H -0.414
59 H 0.327
60 H 0.405
61 H 0.359
62 H 0.322
63 C 0.569
64 O -0.600
65 N -0.333
66 N -0.342
67 H 0.161
68 H 0.144
69 H 0.198
70 H 0.216
71 C 0.600
72 O -0.806
73 N -0.015
74 N -0.350
75 H -0.061
76 H -0.407
77 H 0.260
78 H 0.281
79 C 0.528
80 O -0.739
81 N -0.017
82 N 0.037
83 H 0.173
84 H -0.449
85 H -0.116
86 H 0.157
87 C 0.565
88 O -0.698
89 N -0.187
90 N -0.404
91 H 0.174
92 H 0.266
93 H 0.261
94 H 0.150
95 C 0.299
96 O -0.768
97 N -0.210
98 N -0.116
99 H 0.142



Look up the M of the first one. 136.24 g mol⁻¹



What is the formula in the second record? C23H72N19O12



Which value of max |F| does entry 2 give? 7.252 eV Å⁻¹



Which value of M does entry 2 give? 806.95 g mol⁻¹